CH2OS2 | the ωB97M-V functional and the def2-TZVPD basis

## Properties
Electronic energy (hartree): -910.88367
Orbital gap (eV): 9.2
SMILES string: OC(=S)S

The geometry in XYZ format:
```
6
Properties=species:S:1:pos:R:3:forces:R:3:lowdin_charge:R:1
S 1.5069 -0.1188 -1.2104 1.730 0.830 -1.581 0.7305
S -0.8475 1.0374 0.4206 2.056 1.476 -0.772 0.6753
O -0.1307 -1.4834 0.1058 0.162 0.722 -0.775 -0.1039
C 0.2254 -0.2396 -0.3344 -1.516 -0.597 2.216 -1.3244
H 0.0631 2.2040 0.2658 -1.592 -2.318 0.128 -0.0290
H -0.8172 -1.3995 0.7526 -0.839 -0.112 0.784 0.0515
```
Forces are in eV/Å.